Formula: C2H8O2
Source: OMol25
Level of theory: ωB97M-V/def2-TZVPD

Bonds (Å) are listed after each position.
Atoms and positions in Å:
1 O -0.11 0.27 1.12  C4 1.294
2 O -2.24 -0.76 -0.16  H6 0.968, H8 0.989
3 C 2.08 0.75 0.30  C4 1.406, H11 1.086, H12 1.091
4 C 0.78 0.23 0.18  O1 1.294, C3 1.406, H5 1.132, H9 1.124
5 H 0.44 0.95 -0.62  C4 1.132
6 H -2.99 -0.55 0.42  O2 0.968
7 H 0.56 -1.36 -5.84  H10 0.741
8 H -1.45 -0.38 0.30  O2 0.989
9 H 0.88 -0.76 -0.35  C4 1.124
10 H 0.10 -1.48 -5.27  H7 0.741
11 H 2.52 1.27 1.14  C3 1.086
12 H 2.76 0.63 -0.54  C3 1.091

Properties
* energy relative to the best compared isomer or geometry (same formula, charge and spin): 109.7 kcal per mole
* frontier orbital gap: 7.48 eV
* largest force on an atom: 2.36 eV/A
* total energy: -231.2876 Ha
* total charge: 0
* highest occupied orbital energy: -9.5 eV